ORCA calculation (ωB97M-V/def2-TZVPD) on a molecular structure, C27H44AlGeN4O2S5SbSi3.

Each line ends with the Löwdin charge.
Atoms and positions in Å:
Al1 -1.04544 -0.21738 -0.56402  -0.6182
O1 -1.58181 0.16365 -2.35198  -0.1850
N1 -0.90255 0.62701 -3.39038  -0.1594
C1 -1.59831 0.75963 -4.53798  -0.0151
C2 -1.00982 1.24588 -5.67098  -0.0810
C3 0.34239 1.61133 -5.61225  -0.0944
C4 1.03132 1.47257 -4.43830  -0.0875
C5 0.41632 0.96585 -3.26936  -0.6429
S1 1.14374 0.75820 -1.76564  0.7684
H1 -2.62938 0.45200 -4.45257  0.1422
H2 -1.59272 1.34022 -6.57492  0.0948
H3 0.84164 2.00200 -6.48994  0.0982
H4 2.07352 1.74588 -4.35727  0.1017
S2 -3.02959 0.56952 3.90015  -0.4452
Sb1 -3.67324 -1.19641 2.56514  0.1333
S3 -0.19341 0.49281 1.39358  0.2217
S4 -3.14198 -0.50011 0.05370  0.0344
S5 -2.14964 -2.97472 3.06093  -0.1872
C6 -7.00989 -4.16550 4.21893  -0.0610
C7 -5.93512 -4.91966 3.48383  -0.2892
C8 -5.51585 -4.52123 2.22235  -0.0786
C9 -4.47791 -5.16368 1.56620  -0.0516
C10 -3.82154 -6.22180 2.17717  -0.2670
N2 -2.73429 -6.89835 1.57236  0.1263
C11 -1.79690 -6.42683 0.67785  -0.5261
O2 -1.21321 -7.21283 -0.06592  0.0166
N3 -1.57415 -5.08644 0.72996  0.1237
C12 -0.89238 -4.34710 -0.23076  -0.1797
C13 -0.19378 -4.83818 -1.32601  0.0161
C14 0.37764 -3.92383 -2.20942  -0.0524
C15 0.24542 -2.57191 -1.99313  -0.1418
N4 -0.41795 -2.10529 -0.92413  0.0177
C16 -0.95987 -2.95923 -0.06506  -0.1126
C17 -4.24708 -6.64802 3.43084  -0.0391
C18 -5.29462 -6.00761 4.06927  -0.0601
H5 -7.34522 -3.30782 3.63713  0.0707
H6 -6.63311 -3.78690 5.17094  0.0802
H7 -7.87567 -4.79963 4.42973  0.0677
H8 -5.96663 -3.65471 1.75511  0.0940
H9 -4.15807 -4.79731 0.59971  0.1182
H10 -2.74327 -7.90332 1.61129  0.1364
H11 -1.94720 -4.50778 1.52750  -0.0224
H12 -0.11056 -5.90217 -1.47934  0.0962
H13 0.92907 -4.27274 -3.07256  0.0998
H14 0.67167 -1.83021 -2.65477  0.0846
H15 -1.47203 -2.55102 0.80442  -0.0358
H16 -3.71741 -7.45567 3.92361  0.1033
H17 -5.58952 -6.33341 5.06151  0.1042
C19 3.51708 -1.76535 -0.68018  -0.2223
Si1 3.15696 -1.62190 1.16444  0.3320
C20 4.85262 -1.53962 2.00262  -0.2253
C21 2.27074 -3.17108 1.73792  -0.1974
Ge1 1.98274 0.33704 1.82441  0.3254
Si2 1.66623 0.37506 4.20202  0.3130
C22 0.67479 -1.10906 4.74071  -0.2320
C23 3.28783 0.38911 5.18923  -0.2283
C24 0.71242 1.94336 4.58787  -0.2309
Si3 3.16897 2.31571 1.16005  0.3179
C25 1.94121 3.62825 0.62163  -0.2332
C26 4.43334 2.04111 -0.21964  -0.2390
C27 4.17594 3.01383 2.60194  -0.2386
H18 4.16077 -2.63468 -0.85421  0.0262
H19 4.02500 -0.87590 -1.05793  0.0073
H20 2.60270 -1.89428 -1.25960  -0.0187
H21 5.45104 -2.41965 1.74621  0.0210
H22 4.76433 -1.49143 3.08977  0.0064
H23 5.40119 -0.65247 1.67281  0.0102
H24 2.75217 -4.07359 1.34870  0.0297
H25 1.22890 -3.16652 1.41199  0.0133
H26 2.25372 -3.23016 2.82794  0.0189
H27 1.22368 -2.04485 4.60219  0.0120
H28 -0.26323 -1.18901 4.18216  -0.0449
H29 0.42089 -1.01909 5.80198  0.0328
H30 3.82715 -0.55470 5.07420  0.0041
H31 3.05504 0.50775 6.25254  0.0188
H32 3.95611 1.20074 4.89722  -0.0043
H33 -0.28391 1.86848 4.14182  -0.0204
H34 1.20898 2.84165 4.20986  0.0073
H35 0.58531 2.04797 5.67021  0.0260
H36 1.36884 3.26939 -0.23561  -0.0067
H37 2.44321 4.56261 0.35081  0.0203
H38 1.22630 3.82933 1.42262  0.0265
H39 3.95340 1.64181 -1.11420  -0.0156
H40 5.21087 1.33975 0.09576  0.0099
H41 4.92049 2.98733 -0.47852  0.0187
H42 3.53480 3.25581 3.45221  0.0100
H43 4.69840 3.92620 2.29613  0.0185
H44 4.92490 2.29422 2.94246  0.0147

Force components x, y, z for each atom (eV/Å):
Al 0.0 0.0 0.0
O 0.0 0.0 0.0
N 0.0 0.0 0.0
C 0.0 0.0 0.0
C 0.0 0.0 0.0
C 0.0 0.0 0.0
C 0.0 0.0 0.0
C 0.0 0.0 0.0
S 0.0 0.0 0.0
H 0.0 0.0 0.0
H 0.0 0.0 0.0
H 0.0 0.0 0.0
H 0.0 0.0 0.0
S 0.0 0.0 0.0
Sb 0.0 0.0 0.0
S 0.0 0.0 -0.1
S -0.1 0.0 0.0
S 0.0 0.0 0.0
C 0.0 0.0 0.0
C 0.0 0.0 0.0
C 0.0 0.0 0.0
C 0.0 0.0 0.0
C 0.0 0.0 0.1
N 0.0 -0.1 0.0
C 0.0 0.0 0.1
O 0.0 0.0 0.0
N 0.0 0.0 -0.1
C 0.0 0.0 0.0
C 0.0 0.0 0.0
C 0.0 0.0 0.0
C 0.0 0.0 0.0
N 0.0 0.0 0.0
C 0.0 0.0 0.0
C 0.0 0.0 0.0
C 0.0 0.0 0.0
H 0.0 0.0 0.0
H 0.0 0.0 0.0
H 0.0 0.0 0.0
H 0.0 0.0 0.0
H 0.0 0.0 0.0
H 0.0 0.0 0.0
H 0.0 0.0 0.0
H 0.0 0.0 0.0
H 0.0 0.0 0.0
H 0.0 0.0 0.0
H 0.0 0.0 0.0
H 0.0 0.0 0.0
H 0.0 0.0 0.0
C 0.0 0.0 0.0
Si 0.0 0.0 0.0
C 0.0 0.0 0.0
C 0.0 0.0 0.0
Ge 0.1 0.1 0.0
Si -0.1 0.0 0.0
C 0.0 0.0 0.0
C 0.0 0.0 0.0
C 0.0 0.0 0.0
Si 0.0 0.0 0.0
C 0.0 0.0 0.0
C 0.0 0.0 0.0
C 0.0 0.0 0.0
H 0.0 0.0 0.0
H 0.0 0.0 0.0
H 0.0 0.0 0.0
H 0.0 0.0 0.0
H 0.0 0.0 0.0
H 0.0 0.0 0.0
H 0.0 0.0 0.0
H 0.0 0.0 0.0
H 0.0 0.0 0.0
H 0.0 0.0 0.0
H 0.0 0.0 0.0
H 0.0 0.0 0.0
H 0.0 0.0 0.0
H 0.0 0.0 0.0
H 0.0 0.0 0.0
H 0.0 0.0 0.0
H 0.0 0.0 0.0
H 0.0 0.0 0.0
H 0.0 0.0 0.0
H 0.0 0.0 0.0
H 0.0 0.0 0.0
H 0.0 0.0 0.0
H 0.0 0.0 0.0
H 0.0 0.0 0.0
H 0.0 0.0 0.0
H 0.0 0.0 0.0
H 0.0 0.0 0.0

Its charge is -2. The multiplicity is 1. The calculation puts the frontier orbital gap at 0.156 Eh.



ORCA calculation (ωB97M-V/def2-TZVPD) on a molecular structure, C27H44BrCdNOP2S.

Each line ends with the Löwdin charge.
Atoms and positions in Å:
C1 0.79733 -9.33440 -2.63403  -0.0026
C2 1.53999 -8.27443 -3.18350  -0.2224
C3 2.44352 -8.54295 -4.22686  -0.0086
C4 2.56579 -9.86396 -4.66991  -0.1198
N1 1.86147 -10.85220 -4.13602  0.0718
C5 1.00003 -10.61682 -3.15661  -0.1175
C6 1.38542 -6.91443 -2.70349  0.0989
C7 1.30543 -5.75168 -2.33523  0.0355
C8 1.19775 -4.44254 -1.84955  -0.2246
C9 -0.08124 -3.91704 -1.67242  0.0069
C10 -0.18382 -2.61593 -1.18940  -0.1079
C11 0.99933 -1.93784 -0.91903  -0.2306
C12 2.27649 -2.44858 -1.05494  -0.1212
C13 2.39195 -3.74811 -1.56539  0.0104
Cd1 0.77024 0.12692 -0.84421  1.0921
P1 -1.01292 0.82572 -2.39218  0.8627
H1 3.02184 -7.74044 -4.67245  0.1128
H2 0.08629 -9.15729 -1.83393  0.1159
H3 3.25930 -10.08742 -5.47756  0.1146
H4 0.43411 -11.45221 -2.74949  0.1161
H5 3.36215 -4.22892 -1.75251  0.1417
H6 -0.96858 -4.52494 -1.91913  0.1478
H7 3.17914 -1.86683 -0.83788  0.0798
H8 -1.17312 -2.16171 -1.09089  0.0913
C14 -1.07722 2.64036 -2.24739  -0.4068
C15 -1.20237 3.40345 -3.56387  -0.1312
H9 -0.16479 2.93934 -1.69981  0.0517
H10 -1.92471 2.87694 -1.58158  0.0995
H11 -1.29981 4.47448 -3.34468  0.0906
H12 -0.31456 3.27529 -4.19611  0.0616
H13 -2.09098 3.09846 -4.13209  0.0713
C16 -0.11007 0.24946 -3.88979  -0.4281
C17 -0.83464 -0.75491 -4.77688  -0.1216
H14 0.81251 -0.23784 -3.51632  0.0186
H15 0.22487 1.13105 -4.45584  0.0710
H16 -0.15795 -1.05780 -5.58660  0.0876
H17 -1.10339 -1.66461 -4.22349  0.0707
H18 -1.73765 -0.32790 -5.22951  0.0766
C18 -2.71163 0.16520 -2.37846  -0.3904
C19 -3.68986 0.92435 -3.27232  -0.1259
H19 -3.05145 0.18428 -1.32826  0.0597
H20 -2.67060 -0.89719 -2.66573  0.0777
H21 -4.66618 0.42586 -3.24391  0.0910
H22 -3.83739 1.95462 -2.92945  0.0768
H23 -3.36449 0.94730 -4.31999  0.0694
Br1 1.90121 1.74842 0.79984  -0.0402
P2 4.49642 0.78524 -2.75779  1.2044
C20 3.04219 1.36176 -3.70848  -0.3860
C21 3.41675 2.53873 -4.63046  -0.1252
H24 2.25078 1.65440 -2.99749  0.0577
H25 2.67545 0.50991 -4.30355  0.0787
H26 2.67176 2.66288 -5.42797  0.0846
H27 3.46865 3.48094 -4.06808  0.0880
H28 4.39669 2.37082 -5.09756  0.0759
C22 4.36482 1.23273 -1.00150  -0.5081
C23 5.65861 1.75390 -0.36909  -0.1209
H29 3.99368 0.35132 -0.45961  0.0316
H30 3.58449 2.01497 -0.95150  -0.0332
H31 5.41874 2.28545 0.55888  0.0876
H32 6.33395 0.92605 -0.12458  0.0851
H33 6.17238 2.44582 -1.04450  0.0779
C24 4.62140 -1.03792 -2.90168  -0.3838
C25 5.58763 -1.47678 -4.01666  -0.1262
H34 3.61775 -1.45405 -3.06777  0.0718
H35 4.98631 -1.40517 -1.92798  0.0902
H36 5.82288 -2.54348 -3.90814  0.0874
H37 5.14979 -1.32979 -5.01206  0.0824
H38 6.52633 -0.91069 -3.96384  0.0788
C26 -2.92231 -1.88717 2.49696  -0.2490
S1 -2.55650 -0.37863 1.57922  0.8018
C27 -2.74417 0.74079 2.97475  -0.2445
O1 -1.09473 -0.39480 1.19472  -0.6721
H39 -3.94237 -1.79566 2.88943  0.0652
H40 -2.20261 -1.99585 3.31991  0.0737
H41 -2.87229 -2.74204 1.81367  0.0536
H42 -1.90144 0.58068 3.66186  0.0756
H43 -2.74114 1.76159 2.57567  0.0577
H44 -3.70383 0.53595 3.46484  0.0667

Force components x, y, z for each atom (eV/Å):
C 0.3 0.1 -0.3
C 0.0 0.0 0.0
C -0.2 -0.2 0.3
C -0.2 0.9 0.4
N 0.1 -0.7 -0.3
C 0.0 0.9 0.3
C 0.0 0.9 0.2
C 0.2 -2.6 -0.7
C 0.7 -0.4 -0.1
C -0.3 0.8 0.1
C -0.4 -0.5 0.2
C 0.1 -1.4 -0.7
C 0.5 -0.7 0.2
C -0.5 0.7 0.0
Cd -0.7 2.1 2.0
P 0.1 -0.3 0.4
H -0.1 -0.1 0.0
H 0.1 0.0 -0.1
H -0.2 -0.2 0.1
H 0.2 0.0 -0.2
H -0.5 0.3 0.1
H 0.6 0.5 0.1
H -0.5 -0.3 0.3
H 0.4 -0.1 0.3
C 0.1 0.3 -0.1
C -0.1 0.3 -0.1
H -0.4 0.0 -0.2
H 0.3 -0.2 -0.1
H 0.0 -0.2 -0.1
H -0.2 0.0 0.1
H 0.3 0.1 0.1
C 0.3 0.2 -0.3
C -0.1 -0.1 -0.3
H -0.5 0.2 -0.2
H -0.2 -0.2 0.0
H -0.3 0.0 0.1
H 0.0 0.2 -0.1
H 0.2 -0.2 0.1
C -0.1 -0.2 0.2
C -0.3 0.0 -0.2
H 0.2 0.0 -0.3
H 0.1 0.3 0.1
H 0.2 0.1 0.0
H 0.0 -0.2 -0.1
H -0.1 0.0 0.3
Br -0.7 -0.4 -0.3
P -1.0 -1.0 0.6
C 0.2 0.1 -0.3
C 0.0 0.3 -0.1
H 0.3 -0.1 -0.1
H 0.3 0.2 0.2
H 0.2 -0.1 0.3
H 0.0 -0.3 -0.1
H -0.3 0.1 0.0
C 0.2 0.7 -0.4
C 0.3 -0.1 0.1
H 0.0 0.1 -0.2
H 0.4 -0.4 -0.2
H 0.0 -0.2 -0.2
H 0.0 0.2 -0.1
H 0.0 -0.1 0.2
C 0.6 0.0 -0.1
C 0.1 -0.1 -0.2
H 0.1 0.2 0.0
H -0.1 0.2 -0.3
H -0.1 0.3 0.0
H 0.1 0.0 0.2
H -0.2 -0.2 0.0
C 0.2 -0.1 0.0
S -0.2 -0.1 0.1
C 0.2 0.1 -0.1
O -0.1 -0.1 -0.2
H 0.2 0.0 -0.1
H -0.2 0.0 -0.3
H 0.1 0.2 0.2
H -0.3 0.1 -0.2
H 0.1 -0.2 0.2
H 0.2 0.1 -0.1

Its charge is +2. The multiplicity is 1. The calculation puts the frontier orbital gap (spin up / spin down) at 0.161 / 0.169 Eh.



Short version: DFT total energy = -186239.36234, -136250.96345 eV, in the order given.